60
Properties=species:S:1:pos:R:3:nbo_charge:R:1 method="wB97M-V/def2-TZVPD" lumo_ev=0.6 charge=0 spin_multiplicity=1 homo_ev=-7.78
C -6.59311 0.81263 0.46878 -0.25
H -7.50645 0.85476 -0.12249 0.20
O -5.71572 -0.01764 -0.24933 -0.48
C -4.48041 -0.25664 0.26277 0.27
C -3.99658 0.26215 1.45377 -0.30
C -2.71469 -0.03362 1.88852 -0.18
C -1.90743 -0.87172 1.13310 -0.14
C -2.38478 -1.41086 -0.06634 -0.28
C -3.65159 -1.10264 -0.51733 0.34
O -4.18734 -1.54523 -1.67926 -0.49
C -3.39247 -2.38044 -2.49532 -0.26
H -3.20744 -3.34345 -2.00953 0.17
H -3.97374 -2.53801 -3.40217 0.20
H -2.43473 -1.91625 -2.74294 0.21
H -1.72019 -2.03671 -0.63547 0.26
C -0.55484 -1.18059 1.53048 0.51
N 0.22488 -2.06203 0.97564 -0.49
C 1.41842 -1.97644 1.64127 0.02
C 1.31184 -1.00559 2.60039 0.27
O 0.04956 -0.50591 2.53406 -0.41
C 2.25327 -0.46010 3.60826 -0.66
H 2.36247 0.61609 3.47822 0.23
H 3.22521 -0.93265 3.50268 0.23
H 1.87690 -0.63927 4.61497 0.23
C 2.55883 -2.82851 1.26967 -0.60
H 2.25544 -3.85653 1.08248 0.25
H 3.34647 -2.80544 2.02079 0.24
S 3.36339 -2.22998 -0.30916 1.24
O 4.39252 -3.22717 -0.60476 -0.97
C 1.96096 -2.62335 -1.45908 -0.70
C 1.03231 -1.46456 -1.77225 0.70
O -0.06277 -1.64648 -2.26445 -0.65
N 1.54327 -0.24727 -1.52157 -0.64
H 2.45694 -0.16988 -1.10572 0.40
C 0.84395 0.99260 -1.78987 -0.06
C 0.30803 1.61737 -0.49835 -0.40
C 1.44579 2.07076 0.41120 -0.41
C 2.34580 3.08039 -0.30252 -0.20
C 3.48339 3.53577 0.60743 -0.60
H 3.08991 3.99234 1.51282 0.21
H 4.10626 2.68983 0.89233 0.20
H 4.11043 4.26571 0.10078 0.21
C 2.89579 2.46596 -1.59098 -0.40
C 1.77279 1.97683 -2.50469 -0.40
H 1.17855 2.83116 -2.83338 0.21
H 2.19581 1.50117 -3.39158 0.21
H 3.56550 1.63963 -1.33910 0.19
H 3.49119 3.21003 -2.12439 0.21
H 1.73888 3.95352 -0.56771 0.19
H 2.04060 1.20739 0.72054 0.19
H 1.02809 2.52232 1.31369 0.21
H -0.31325 2.47582 -0.76016 0.20
H -0.32608 0.89331 0.01387 0.22
H 0.00203 0.72625 -2.43772 0.24
H 2.44448 -2.94570 -2.38368 0.26
H 1.37527 -3.45178 -1.06590 0.26
H -2.34665 0.38461 2.81234 0.22
H -4.61343 0.90945 2.05646 0.22
H -6.18978 1.82453 0.58268 0.17
H -6.82177 0.40006 1.45720 0.18


61
Properties=species:S:1:pos:R:3:nbo_charge:R:1 method="wB97M-V/def2-TZVPD" lumo_ev=0.6 charge=0 smiles="CCC[C@]1(C(=O)OC)N[C@H](c2cc(OC)c(OC)c(OC)c2)[C@H]2C(=O)N(CC)C(=O)[C@H]21" spin_multiplicity=1 homo_ev=-7.81
C -3.55508 -4.74218 0.15621 -0.60
C -2.98798 -3.46923 -0.46040 -0.40
C -2.67122 -2.43584 0.61920 -0.38
H -3.59444 -2.13695 1.12009 0.23
H -2.00305 -2.88235 1.35828 0.22
C -1.99005 -1.16477 0.09399 0.04
N -0.60936 -1.38674 -0.28910 -0.63
H -0.52304 -1.92793 -1.14087 0.39
C 0.02451 -0.08022 -0.40885 -0.05
C 1.51784 -0.13705 -0.22115 -0.01
C 2.27177 0.96639 -0.58088 -0.32
C 3.64779 0.98860 -0.38044 0.25
C 4.28278 -0.13871 0.16090 0.26
C 3.50212 -1.25139 0.53009 0.28
C 2.12757 -1.24126 0.34966 -0.33
H 1.51225 -2.07812 0.63079 0.24
O 4.20267 -2.29384 1.05889 -0.48
C 3.48835 -3.42860 1.47811 -0.25
H 2.77224 -3.18566 2.27013 0.17
H 2.95851 -3.90428 0.64573 0.17
H 4.23632 -4.11706 1.86856 0.20
O 5.61760 -0.27030 0.42227 -0.50
C 6.55784 0.43818 -0.35275 -0.24
H 6.33674 0.36401 -1.42072 0.17
H 7.51576 -0.04038 -0.14787 0.19
H 6.60849 1.49199 -0.07018 0.19
O 4.42505 2.07795 -0.67967 -0.51
C 3.80912 3.20413 -1.25596 -0.25
H 4.61074 3.92622 -1.40587 0.20
H 3.05230 3.63569 -0.59411 0.18
H 3.35262 2.96512 -2.22156 0.18
H 1.76314 1.82092 -0.99588 0.23
H -0.18610 0.40109 -1.38003 0.20
C -0.66238 0.74494 0.70707 -0.32
C -1.32636 2.02010 0.21934 0.71
O -0.83748 2.88008 -0.46942 -0.59
N -2.60837 2.03502 0.71027 -0.48
C -2.98480 0.86551 1.34786 0.74
O -4.01288 0.70206 1.94399 -0.57
C -1.82640 -0.10350 1.20897 -0.31
H -1.63541 -0.61201 2.15418 0.25
C -3.53000 3.13489 0.50521 -0.22
C -3.65543 3.98878 1.76037 -0.61
H -4.02891 3.38549 2.58377 0.22
H -2.68844 4.40496 2.03430 0.21
H -4.34953 4.80476 1.58051 0.21
H -3.14072 3.72390 -0.32840 0.23
H -4.49700 2.70297 0.23759 0.22
H 0.05389 1.00050 1.49067 0.26
C -2.82985 -0.59468 -1.05694 0.79
O -3.80129 0.10384 -0.92748 -0.59
O -2.35191 -0.97093 -2.24513 -0.52
C -3.06505 -0.50260 -3.38222 -0.26
H -2.59291 -0.96157 -4.24680 0.20
H -4.11527 -0.79204 -3.31468 0.20
H -3.00338 0.58576 -3.44273 0.20
H -3.71569 -3.05832 -1.16314 0.20
H -2.08028 -3.70934 -1.01734 0.19
H -3.79002 -5.46891 -0.61752 0.21
H -4.46474 -4.52283 0.71004 0.21
H -2.83616 -5.18788 0.83973 0.20


58
Properties=species:S:1:pos:R:3:nbo_charge:R:1 method="wB97M-V/def2-TZVPD" lumo_ev=-2.0 charge=+1 smiles="CCCS(=O)(=O)N1CC[NH+](Cc2ccc3c(c2)c2ccccc2n3CC)CC1" spin_multiplicity=1 homo_ev=-10.24
C 3.25085 3.11382 -2.18830 -0.61
C 3.41436 2.31474 -3.47469 -0.41
C 2.41164 1.17576 -3.54990 -0.63
H 1.39212 1.51946 -3.39791 0.25
H 2.49635 0.60551 -4.47037 0.26
S 2.76073 -0.01146 -2.23183 2.28
O 1.95575 0.26125 -1.04828 -0.98
O 4.15729 -0.19051 -2.02199 -0.92
N 2.17240 -1.48745 -2.86963 -0.66
H 1.51972 -1.21696 -0.46597 0.50
C 0.73617 -1.66807 -2.76153 -0.25
H 0.28567 -0.67748 -2.69149 0.23
H 0.36846 -2.15476 -3.66968 0.23
C 0.36683 -2.50873 -1.52536 -0.25
N 1.38340 -2.26653 -0.48537 -0.42
C 2.67240 -2.86966 -0.89119 -0.25
H 2.65134 -3.93831 -0.66408 0.23
C 2.90806 -2.64136 -2.40066 -0.26
H 3.96444 -2.45310 -2.58775 0.27
H 2.59366 -3.50408 -2.99186 0.22
H 3.46998 -2.39752 -0.31525 0.24
C 0.94560 -2.68449 0.87281 -0.22
C -0.26791 -1.90417 1.30162 -0.12
C -0.20209 -0.51803 1.36835 -0.19
C -1.32858 0.18513 1.75881 -0.10
C -2.52168 -0.50503 2.11011 0.26
C -2.58126 -1.89198 2.03709 -0.27
C -1.45342 -2.57245 1.62563 -0.19
H -1.48263 -3.65054 1.56673 0.21
H -3.47820 -2.43367 2.29114 0.23
N -3.47121 0.39649 2.49029 -0.37
C -2.94661 1.66588 2.37020 0.16
C -3.53630 2.89733 2.62146 -0.25
C -2.77165 4.03020 2.42243 -0.18
C -1.45143 3.95350 1.98003 -0.23
C -0.85804 2.73469 1.72542 -0.19
C -1.60805 1.58092 1.92179 -0.04
H 0.16353 2.67095 1.38203 0.21
H -0.89071 4.86447 1.83778 0.22
H -3.20676 4.99943 2.61235 0.22
H -4.55747 2.97789 2.95980 0.22
C -4.81929 0.08395 2.89176 -0.21
C -5.76937 0.04431 1.69649 -0.61
H -6.77746 -0.18318 2.03054 0.22
H -5.77896 1.00594 1.18896 0.22
H -5.45667 -0.71816 0.98652 0.21
H -5.14858 0.84112 3.60708 0.21
H -4.81373 -0.88259 3.40197 0.21
H 0.70449 0.01515 1.12208 0.22
H 1.78112 -2.50038 1.55363 0.23
H 0.73214 -3.75620 0.86020 0.22
H 0.35153 -3.57649 -1.75635 0.22
H -0.61074 -2.21494 -1.13914 0.26
H 3.27499 2.96508 -4.34068 0.23
H 4.42029 1.89477 -3.52029 0.23
H 3.39943 2.46970 -1.32478 0.21
H 2.25714 3.55233 -2.12814 0.21
H 3.98234 3.91580 -2.14934 0.23


58
Properties=species:S:1:pos:R:3:nbo_charge:R:1 method="wB97M-V/def2-TZVPD" lumo_ev=-0.5 charge=0 smiles="C=Cc1c(N)c(CCCCCOCC)c2nccnc2c1C[C@@H]1CO1.CC#N" spin_multiplicity=1 homo_ev=-8.82
C -0.32586 -3.52698 1.62340 -0.34
C -0.55217 -3.25396 0.33894 -0.22
C -0.29631 -1.90677 -0.23258 -0.11
C 1.03608 -1.38147 -0.24968 0.24
N 2.06081 -2.20620 0.31493 -0.86
C 1.32621 -0.15297 -0.80046 -0.07
C 2.77804 0.30198 -0.81308 -0.43
C 3.11964 1.79169 -0.75157 -0.39
C 2.42708 2.55541 0.37578 -0.40
C 3.00216 2.25348 1.77743 -0.43
C 1.85484 2.17390 2.78489 -0.05
O 2.21920 1.73421 4.07363 -0.53
C 2.00867 0.35787 4.31805 -0.06
C 3.20038 -0.52054 3.90081 -0.64
C 0.25524 0.58817 -1.36754 0.18
N 0.51337 1.78945 -1.96314 -0.39
C -0.50363 2.44066 -2.44671 0.01
C -1.82376 1.93772 -2.38111 0.01
N -2.12226 0.77724 -1.86861 -0.38
C -1.06618 0.08495 -1.34528 0.06
C -1.32189 -1.18321 -0.78445 0.11
C -2.71845 -1.74079 -0.79702 -0.49
C -2.94062 -2.74508 -1.94991 0.08
C -2.03877 -2.70507 -3.12341 -0.15
O -3.46700 -2.27348 -3.14759 -0.50
H -0.39360 -2.73023 2.35744 0.19
H -0.01515 -4.50081 1.98058 0.20
H -0.94699 -4.00703 -0.33850 0.21
H 2.64154 -2.62838 -0.39645 0.37
H 2.62780 -1.71053 0.98523 0.37
H 3.25704 -0.16233 0.04984 0.20
H 3.25949 -0.15852 -1.68199 0.22
H 4.20511 1.89389 -0.66119 0.20
H 2.85892 2.26533 -1.69409 0.23
H 2.53730 3.62000 0.15805 0.21
H 1.35470 2.35849 0.35120 0.20
H 3.65645 3.07911 2.05509 0.21
H 3.55361 1.31377 1.73815 0.19
H 1.42364 3.17679 2.86030 0.18
H 1.05986 1.54677 2.35974 0.16
H 1.83270 0.26612 5.38989 0.18
H 1.09510 0.01416 3.82133 0.16
H 3.41700 -1.25415 4.67348 0.22
H 2.99323 -1.01715 2.95341 0.19
H 4.06046 0.12975 3.75016 0.22
H -0.32335 3.40434 -2.91072 0.20
H -2.63227 2.54314 -2.78123 0.19
H -2.89622 -2.30487 0.11710 0.23
H -3.45164 -0.95694 -0.96423 0.25
H -3.26920 -3.74252 -1.65443 0.19
H -1.60822 -1.78161 -3.48597 0.21
H -1.86764 -3.61826 -3.68043 0.19
C -5.45438 1.46577 -2.04035 -0.73
C -6.62551 1.95889 -1.33141 0.29
N -7.54866 2.34781 -0.77270 -0.33
H -5.46102 0.37865 -2.09879 0.26
H -5.42686 1.85452 -3.05737 0.25
H -4.53808 1.76581 -1.53687 0.26


58
Properties=species:S:1:pos:R:3:nbo_charge:R:1 method="wB97M-V/def2-TZVPD" lumo_ev=0.7 charge=0 smiles="CCOc1ccc(NC(=S)NCCN2CCN(Cc3ccccc3)CC2)cc1" spin_multiplicity=1 homo_ev=-7.91
C -2.78535 -4.09329 -0.18917 -0.62
C -1.36360 -3.77530 -0.62420 -0.07
O -0.66851 -3.28578 0.50658 -0.52
C 0.59879 -2.83043 0.35338 0.38
C 1.34978 -2.91826 -0.81580 -0.31
C 2.61931 -2.37006 -0.87001 -0.21
C 3.16714 -1.72265 0.23160 0.11
C 2.44124 -1.69685 1.42375 -0.24
C 1.17521 -2.23765 1.47947 -0.26
H 0.60332 -2.21446 2.39359 0.23
H 2.88214 -1.26800 2.31056 0.23
N 4.42589 -1.10985 0.12794 -0.61
C 4.71835 0.18923 0.42441 0.30
N 3.78341 0.90007 1.09208 -0.62
H 2.84513 0.51196 1.04107 0.42
C 3.74224 2.34179 1.04900 -0.23
H 4.75771 2.72385 0.93688 0.25
H 3.32831 2.69691 1.99615 0.19
C 2.86719 2.78487 -0.13915 -0.23
N 1.71565 1.90502 -0.24382 -0.47
C 1.19866 1.73964 -1.58783 -0.24
C 0.20104 0.57441 -1.58038 -0.21
N -0.89355 0.75335 -0.65071 -0.46
C -0.37756 1.07121 0.66688 -0.23
C 0.63091 2.22889 0.66474 -0.25
H 1.02972 2.35845 1.67226 0.20
H 0.13059 3.17089 0.37432 0.17
H -1.21609 1.30536 1.32507 0.21
H 0.12205 0.17226 1.04272 0.20
C -1.95134 1.64137 -1.09683 -0.23
C -3.21412 1.39913 -0.30956 -0.05
C -3.53056 0.11602 0.11975 -0.16
C -4.69581 -0.11963 0.82543 -0.22
C -5.56300 0.92376 1.10530 -0.22
C -5.25524 2.20403 0.67984 -0.21
C -4.08501 2.44026 -0.02110 -0.21
H -3.84795 3.44354 -0.34779 0.21
H -5.92568 3.02276 0.89719 0.21
H -6.47428 0.73992 1.65507 0.21
H -4.93218 -1.11980 1.15951 0.21
H -2.84085 -0.68505 -0.09713 0.22
H -2.15199 1.41221 -2.14985 0.21
H -1.68480 2.70962 -1.03951 0.17
H -0.20123 0.41994 -2.58394 0.20
H 0.73763 -0.33019 -1.27564 0.21
H 2.02634 1.49979 -2.25899 0.21
H 0.70823 2.65824 -1.95790 0.16
H 3.45434 2.67526 -1.05372 0.21
H 2.58996 3.84490 -0.03211 0.18
S 6.19795 0.78722 -0.00431 -0.28
H 5.10631 -1.55138 -0.47568 0.42
H 3.18616 -2.43105 -1.78770 0.22
H 0.95359 -3.40085 -1.69501 0.22
H -0.87357 -4.68165 -1.00690 0.17
H -1.36879 -3.01432 -1.41694 0.17
H -3.26706 -3.19553 0.18785 0.21
H -3.35323 -4.47589 -1.03235 0.22
H -2.77294 -4.83826 0.60163 0.22


56
Properties=species:S:1:pos:R:3:mulliken_spin:R:1 method="wB97M-V/def2-TZVPD" lumo_ev="-3.6 / -3.6" charge=+1 spin_multiplicity=3 homo_ev="-8.23 / -8.42"
C 1.20490 -1.80394 0.10370 0.01
C 2.19869 -0.94260 0.64484 -0.04
C 2.39829 -1.27173 2.00668 0.01
H 2.79979 -0.21316 0.06180 0.00
C 1.53911 -2.35910 2.32695 0.01
C 0.80827 -2.69099 1.15251 -0.01
H 0.20819 -3.57248 1.01750 0.00
H 0.92190 -1.88419 -0.94666 0.00
H 3.17449 -0.83455 2.66792 0.00
H 1.53403 -2.92142 3.26031 0.00
Pr -0.06233 -0.29206 1.86029 2.09
C -1.15352 3.64552 0.43322 -0.01
H -1.25441 3.58257 1.52642 0.00
H -2.10837 4.04098 0.07157 0.00
H -0.35031 4.38704 0.06419 0.00
Si -0.38850 2.23496 -0.45952 -0.01
C -0.11207 2.03428 -2.25357 0.00
C 0.88826 1.14457 -2.66360 0.01
H 1.49529 0.64681 -1.91129 0.00
C 1.08847 0.94685 -4.01998 0.00
H 1.90515 0.31109 -4.35277 0.00
C 0.27730 1.57499 -4.95144 0.00
H 0.43892 1.44040 -6.01371 0.00
C -0.77179 2.41341 -4.53111 0.00
H -1.41371 2.91162 -5.25719 0.00
C -0.98881 2.63945 -3.16164 0.00
H -1.80716 3.27419 -2.79305 0.00
C 1.16895 2.27027 0.62595 0.00
C 2.38229 2.47109 -0.04163 0.00
H 2.41676 2.66350 -1.10809 0.00
C 3.54905 2.49162 0.69346 0.00
H 4.47719 2.68300 0.18283 0.00
C 3.54683 2.30683 2.07722 0.00
H 4.47926 2.35317 2.64325 0.00
C 2.31934 2.13927 2.73252 0.00
H 2.30658 2.01762 3.80853 0.00
C 1.11839 2.20271 2.03632 0.00
H 0.15907 2.27550 2.58430 0.00
H -0.86091 0.82541 -0.13283 0.01
H -1.87220 2.18008 -0.33215 -0.06
C -2.11859 -2.53649 2.82711 0.01
O -2.00994 -1.53636 1.79508 -0.01
C -3.05949 -1.59745 0.74605 0.00
C -2.68388 -2.56481 -0.36425 0.01
O -1.92946 -3.63473 0.15488 0.00
C -1.69577 -4.69240 -0.76004 0.00
H -1.25663 -3.19705 2.77583 0.00
H -3.03536 -3.09511 2.66329 0.00
H -2.15605 -2.02739 3.79235 0.00
H -3.98610 -1.92002 1.24822 0.00
H -3.17226 -0.57064 0.36185 0.00
H -3.60468 -2.95972 -0.82393 0.00
H -2.09309 -2.02994 -1.12224 0.00
H -1.01629 -4.40049 -1.56547 0.00
H -1.22845 -5.48927 -0.16606 0.00
H -2.61465 -5.07074 -1.21469 0.00